The following is a quantum chemistry calculation of a molecular structure, C38H28BaBrClF2IN6O3S at a distorted geometry, from the OMol25 dataset.

Output
gap between HOMO and LUMO: 3.7 eV
lowest unoccupied orbital energy: 1.015 eV
molar mass: 1066.3 g mol⁻¹
energy above the lowest of the compared OMol25 structures with the same formula, charge and spin: 273.64 kJ/mol
energy: -162569.2033 eV

Geometry as ORCA input:
```
! RIJCOSX wB97M-V def2-TZVPD def2/J DEFGRID3
* xyz -1 1
Ba -0.242 0.473 -1.553
O 4.293 -2.590 0.282
C 4.519 -2.011 1.421
C 4.869 -2.757 2.607
C 5.285 -2.018 3.726
C 5.664 -0.673 3.612
C 5.036 0.031 2.553
C 4.331 -0.613 1.622
C 3.640 0.108 0.506
O 2.852 -0.696 -0.297
N 2.890 1.164 1.160
N 1.967 1.689 0.231
C 0.997 2.508 0.538
C 0.146 2.463 1.663
Br -1.578 2.066 1.105
C 0.460 2.462 2.972
C -0.478 2.326 4.054
C -0.191 1.522 5.203
C -1.119 1.309 6.229
C -2.385 1.807 6.149
C -2.748 2.536 4.983
C -1.785 2.882 4.035
H 3.444 -1.636 -0.205
H 4.786 -3.818 2.642
H 5.285 -2.506 4.704
H 6.229 -0.161 4.371
H 5.200 1.093 2.465
H 4.405 0.639 -0.150
H 3.554 1.921 1.467
H 0.689 3.227 -0.241
H 1.528 2.597 3.272
H 0.816 1.033 5.225
H -0.818 0.712 7.090
H -3.112 1.672 6.957
H -3.774 2.903 4.861
H -2.091 3.689 3.387
Cl -3.694 5.524 -5.955
C -3.019 4.125 -5.223
C -3.530 2.927 -5.761
C -3.442 1.811 -4.943
I -4.782 0.236 -5.028
C -2.400 1.836 -3.921
O -2.159 0.736 -3.319
C -1.590 3.027 -3.660
N -0.452 3.029 -2.892
C 0.406 4.069 -2.966
C 0.065 5.283 -3.618
C -1.215 5.423 -4.214
C -2.009 4.218 -4.291
H -4.075 2.956 -6.704
H 1.438 3.828 -2.646
H 0.808 6.016 -3.823
H -1.599 6.331 -4.713
N -2.423 -3.528 -0.182
C -2.466 -3.766 1.189
C -3.194 -4.817 1.787
C -3.003 -5.140 3.095
C -1.993 -4.499 3.884
C -1.374 -3.382 3.353
C -1.673 -2.973 2.054
S -0.992 -1.489 1.528
N -0.952 -1.672 -0.149
C -1.435 -2.745 -0.766
C -1.050 -2.943 -2.169
C -1.407 -4.092 -2.907
C -1.312 -4.121 -4.279
C -0.823 -2.957 -4.978
C -0.541 -1.850 -4.189
N -0.555 -1.903 -2.827
H -2.773 -4.332 -0.749
H -3.958 -5.357 1.191
H -3.590 -5.950 3.545
H -1.631 -4.854 4.860
H -0.679 -2.807 3.934
H -1.736 -5.011 -2.406
H -1.682 -5.012 -4.792
H -0.659 -2.989 -6.059
H -0.375 -0.877 -4.648
F 2.984 1.756 -3.175
C 2.409 0.496 -3.425
F 2.479 0.356 -4.766
H 3.087 -0.271 -2.921
*
```

Want to see where the charge sits? The Löwdin charges in e are: 1.70, -0.07, -0.35, -0.02, -0.15, -0.13, -0.09, -0.16, -0.43, -0.11, 0.02, 0.02, -0.33, -0.65, 0.85, -0.08, -0.25, -0.02, -0.12, -0.10, -0.08, -0.11, 0.06, 0.08, 0.08, 0.07, 0.10, 0.17, 0.15, 0.09, 0.14, 0.13, 0.10, 0.10, 0.10, 0.09, 0.67, -0.66, -0.19, -0.68, 0.86, -0.44, -0.36, -0.17, 0.01, -0.13, -0.04, 0.00, -0.21, 0.09, 0.11, 0.08, 0.08, 0.12, -0.23, -0.05, -0.10, -0.08, -0.11, -0.47, 0.97, -0.43, -0.30, -0.22, -0.03, -0.04, -0.01, -0.10, -0.01, 0.15, 0.12, 0.10, 0.11, 0.10, 0.11, 0.11, 0.11, 0.11, -0.18, -0.46, -0.13, 0.03


The following is a quantum chemistry calculation of a molecular structure, C38H28BrF4NO5PPd, from the OMol25 dataset.

Output
gap between HOMO and LUMO (alpha / beta): 8.6 / 6.5 eV
lowest unoccupied orbital energy (alpha / beta): -2.372 / -5.315 eV
molar mass: 871.9 g mol⁻¹
energy above the lowest of the compared OMol25 structures with the same formula, charge and spin: 87.79 kJ/mol
energy: -145259.7047 eV

Geometry as ORCA input:
```
! RIJCOSX wB97M-V def2-TZVPD def2/J DEFGRID3
* xyz 1 5
Pd -0.445 -0.106 -0.416
O -0.648 4.037 -0.409
C -0.467 2.966 0.117
O 0.153 1.980 -0.474
C -0.961 2.779 1.571
C -0.282 1.633 2.327
C -0.594 1.677 3.819
C -2.073 1.227 3.841
C -2.336 0.979 2.347
O -1.060 0.489 1.888
C -2.428 2.362 1.702
C -3.163 2.128 0.131
O -4.095 2.890 0.094
O -2.598 1.268 -0.499
H -0.812 3.746 2.053
H 0.759 1.487 2.067
H 0.038 0.968 4.351
H -0.432 2.665 4.246
H -2.214 0.303 4.398
H -2.746 1.977 4.253
H -3.126 0.273 2.117
H -3.091 3.066 2.187
F 5.045 -4.860 -1.372
C 4.370 -3.736 -1.199
C 5.030 -2.576 -0.836
F 6.344 -2.587 -0.668
C 4.312 -1.400 -0.665
F 5.023 -0.307 -0.386
C 2.932 -1.345 -0.817
P 1.973 0.207 -0.610
C 2.740 1.018 0.800
C 2.874 2.404 0.831
C 3.322 3.024 1.988
C 3.624 2.271 3.114
C 3.483 0.889 3.087
C 3.038 0.264 1.935
C 2.356 1.100 -2.125
C 3.617 1.654 -2.336
C 3.902 2.271 -3.544
C 2.939 2.330 -4.541
C 1.685 1.772 -4.335
C 1.393 1.159 -3.128
C 2.305 -2.520 -1.234
Br 0.473 -2.553 -1.686
C 3.000 -3.701 -1.415
F 2.390 -4.811 -1.812
H 2.606 2.997 -0.033
H 3.430 4.100 2.008
H 3.973 2.760 4.012
H 3.720 0.301 3.962
H 2.919 -0.814 1.926
H 4.377 1.605 -1.566
H 4.879 2.706 -3.705
H 3.166 2.816 -5.480
H 0.933 1.825 -5.109
H 0.406 0.741 -2.964
C -3.799 -2.831 3.036
C -2.421 -2.842 2.846
C -1.880 -2.398 1.655
C -2.720 -1.966 0.623
C -4.110 -1.953 0.819
C -4.639 -2.377 2.024
N -2.149 -1.468 -0.541
C -2.745 -1.681 -1.753
C -3.521 -2.831 -2.017
C -4.043 -3.037 -3.277
C -3.816 -2.111 -4.291
C -3.042 -0.978 -4.044
C -2.499 -0.768 -2.796
H -4.218 -3.170 3.973
H -1.768 -3.195 3.631
H -0.806 -2.390 1.501
H -4.755 -1.564 0.043
H -5.708 -2.349 2.178
H -3.659 -3.572 -1.242
H -4.621 -3.928 -3.477
H -4.232 -2.276 -5.275
H -2.873 -0.256 -4.830
H -1.935 0.140 -2.593
*
```

Want to see where the charge sits? The Löwdin charges in e are: 0.82, 0.12, -0.58, -0.20, -0.09, -0.24, -0.07, -0.07, -0.24, -0.12, 0.01, -0.52, 0.23, 0.08, 0.17, 0.12, 0.12, 0.13, 0.12, 0.13, 0.15, 0.15, 0.16, -0.12, -0.12, 0.16, -0.20, 0.11, -0.28, 1.07, -0.38, -0.08, -0.05, -0.06, -0.06, -0.10, -0.34, -0.07, -0.06, -0.06, -0.06, -0.09, -0.55, 0.96, -0.26, 0.10, 0.12, 0.12, 0.11, 0.11, 0.12, 0.10, 0.11, 0.11, 0.11, 0.07, -0.06, -0.06, -0.03, -0.30, -0.02, -0.06, -0.01, -0.33, -0.01, -0.05, -0.04, -0.05, -0.04, 0.11, 0.11, 0.10, 0.13, 0.11, 0.12, 0.12, 0.11, 0.12, 0.09


The following is a quantum chemistry calculation of a molecular structure, C38H30As2F2N2SeTa, from the OMol25 dataset.

Output
gap between HOMO and LUMO: 6.0 eV
lowest unoccupied orbital energy: -10.962 eV
molar mass: 962.4 g mol⁻¹
energy above the lowest of the compared OMol25 structures with the same formula, charge and spin: 109.34 kJ/mol
energy: -236855.9055 eV

Geometry as ORCA input:
```
! RIJCOSX wB97M-V def2-TZVPD def2/J DEFGRID3
* xyz 3 1
Ta 0.077 -0.156 -0.225
C 1.631 -3.554 0.467
C 2.837 -2.670 0.688
As 2.710 -1.024 -0.341
C 2.619 -1.507 -2.195
C 1.496 -2.167 -2.698
C 1.415 -2.476 -4.048
C 2.457 -2.122 -4.894
C 3.567 -1.450 -4.399
C 3.650 -1.125 -3.053
C 4.376 -0.101 -0.049
C 5.497 -0.936 0.026
C 6.756 -0.385 0.217
C 6.904 0.986 0.335
C 5.798 1.817 0.237
C 4.533 1.283 0.038
As -0.002 -2.603 0.914
C -1.470 -3.746 0.506
C -1.542 -4.366 -0.744
C -2.599 -5.223 -1.012
C -3.568 -5.452 -0.043
C -3.494 -4.832 1.197
C -2.443 -3.971 1.481
C 0.138 -2.326 2.813
C 0.663 -3.386 3.560
C 0.761 -3.275 4.938
C 0.345 -2.114 5.576
C -0.184 -1.067 4.839
C -0.294 -1.171 3.458
H 1.657 -4.442 1.099
H 1.550 -3.912 -0.564
H 3.750 -3.190 0.400
H 2.942 -2.368 1.735
H 0.669 -2.458 -2.047
H 0.550 -2.995 -4.440
H 2.405 -2.371 -5.945
H 4.373 -1.175 -5.066
H 4.513 -0.589 -2.682
H 5.420 -2.009 -0.083
H 7.621 -1.033 0.269
H 7.887 1.411 0.489
H 5.920 2.890 0.294
H 3.706 1.960 -0.115
H -0.784 -4.206 -1.502
H -2.662 -5.719 -1.970
H -4.386 -6.128 -0.254
H -4.250 -5.025 1.946
H -2.382 -3.495 2.453
H 0.973 -4.315 3.099
H 1.154 -4.101 5.515
H 0.421 -2.035 6.652
H -0.528 -0.172 5.340
H -0.749 -0.360 2.908
F -5.179 -1.101 0.034
C -4.169 -0.333 0.386
C -2.874 -0.848 0.270
C -1.814 -0.042 0.669
C -2.039 1.260 1.172
C -3.353 1.711 1.251
F -3.595 2.927 1.708
C -4.432 0.930 0.870
C -0.848 1.994 1.596
C -0.792 3.099 2.421
C 0.449 3.597 2.802
C 1.611 2.976 2.363
C 1.502 1.892 1.524
N 0.300 1.411 1.129
H -2.759 -1.849 -0.121
H -5.443 1.305 0.954
H -1.704 3.556 2.771
H 0.505 4.460 3.453
H 2.590 3.325 2.658
H 2.376 1.381 1.152
Se -0.876 0.408 -2.504
C 0.751 1.216 -2.158
N 1.759 1.504 -1.654
*
```

Want to see where the charge sits? The Löwdin charges in e are: 1.33, -0.39, -0.38, 1.23, -0.40, -0.19, -0.05, -0.02, -0.02, -0.07, -0.38, -0.10, -0.03, -0.03, -0.04, -0.12, 1.24, -0.41, -0.10, -0.04, -0.02, -0.03, -0.09, -0.37, -0.09, -0.03, -0.03, -0.04, -0.10, 0.09, 0.07, 0.09, 0.09, 0.04, 0.12, 0.13, 0.13, 0.11, 0.10, 0.13, 0.13, 0.12, 0.07, 0.09, 0.12, 0.13, 0.13, 0.11, 0.11, 0.13, 0.13, 0.12, 0.07, 0.15, -0.23, -0.03, -0.35, -0.14, -0.18, 0.15, 0.15, -0.19, 0.06, 0.05, 0.01, -0.09, -0.09, 0.09, 0.16, 0.14, 0.14, 0.14, 0.05, 0.86, -0.74, 0.12